DFT (ωB97M-V/def2-TZVPD) results for a structure of composition C43H63AsN2NiO3Si4.

Results
HOMO level (spin up / spin down)   -1.5 / -1.9 eV
2S+1   3
LUMO (spin up / spin down)   4.102 / 4.102 eV
Net charge   -2

CARTESIAN COORDINATES (ANGSTROEM)
Ni 0.1557 -0.3680 0.0145
C -4.4184 -5.6215 0.4099
O -4.1849 -5.2302 1.7508
C -3.3125 -4.2160 1.9251
C -3.0443 -3.8862 3.2782
C -2.1415 -2.9012 3.5390
C -1.4500 -2.2080 2.5213
C -0.4898 -1.1858 2.8509
C -0.3542 -0.7051 4.2765
O 0.2362 -0.6490 2.0344
C -1.7324 -2.5262 1.1389
O -1.1834 -1.9729 0.1506
C -2.7186 -3.5512 0.8965
H -5.1079 -6.4592 0.4496
H -3.4957 -5.9353 -0.0822
H -4.8654 -4.8147 -0.1749
H -3.5538 -4.4211 4.0701
H -1.9312 -2.6657 4.5754
H -0.1622 -1.5349 4.9610
H -1.2709 -0.2018 4.5919
H 0.4785 -0.0103 4.3195
H -2.9162 -3.7776 -0.1425
N 0.0685 -1.1393 -3.0179
C 0.1335 -0.7537 -1.9217
C -4.5359 2.4780 -1.3069
Si -3.3047 1.0371 -1.1816
C -3.0442 0.5422 -2.9769
C -4.2993 -0.3641 -0.4071
Si -1.2929 1.4928 -0.0323
Si -0.6311 3.4426 -1.1680
C -0.7999 3.1521 -3.0368
C -1.6114 5.0395 -0.8701
C 1.1467 4.0103 -0.8781
Si -2.2119 2.3610 1.9535
C -3.3409 3.8864 1.8819
C -1.0836 2.8614 3.3935
C -3.3282 1.0161 2.7099
H -5.3657 2.2109 -1.9790
H -4.0471 3.3769 -1.7090
H -4.9622 2.7402 -0.3306
H -3.9404 0.0463 -3.3777
H -2.1911 -0.1411 -3.0752
H -2.8328 1.4233 -3.5967
H -5.1255 -0.6714 -1.0617
H -4.7174 -0.0768 0.5642
H -3.6500 -1.2328 -0.2395
H -1.7895 3.4650 -3.3962
H -0.6837 2.0869 -3.2806
H -0.0345 3.7075 -3.5962
H -2.6912 4.8943 -1.0069
H -1.2750 5.8174 -1.5707
H -1.4542 5.4125 0.1498
H 1.8294 3.1622 -0.7444
H 1.2181 4.6362 0.0234
H 1.5094 4.5919 -1.7352
H -2.7914 4.7626 1.5188
H -3.7182 4.1182 2.8890
H -4.1989 3.7441 1.2158
H -0.5495 3.7950 3.1700
H -0.3256 2.0983 3.6161
H -1.6931 3.0220 4.2895
H -4.3460 1.0799 2.3055
H -3.3936 1.0974 3.8052
H -2.9505 0.0118 2.4675
C 5.9521 5.7053 1.5012
C 5.3976 4.3024 1.5495
C 6.1730 3.1995 1.2614
C 5.6624 1.8941 1.2715
C 6.7051 0.8205 1.0355
C 4.3053 1.6719 1.5526
As 3.1266 0.0134 1.5376
N 2.2461 0.2809 -0.0600
C 2.9461 0.5861 -1.2305
C 2.2727 1.2411 -2.2823
C 2.8877 1.5441 -3.4855
C 4.2209 1.2148 -3.7232
C 4.9209 0.5899 -2.6991
C 4.3018 0.2925 -1.4866
C 4.3993 -1.5357 1.4160
C 4.3437 -2.5429 0.4396
C 3.3108 -2.5660 -0.6655
C 5.2799 -3.5842 0.4769
C 6.2264 -3.6952 1.4812
C 7.2613 -4.7956 1.4718
C 6.1805 -2.7695 2.5190
C 5.2744 -1.7146 2.5133
C 5.2534 -0.7872 3.7089
C 3.5173 2.8012 1.9089
C 2.0675 2.6830 2.3525
C 4.0679 4.0773 1.8964
H 7.0335 5.7020 1.3503
H 5.7356 6.2416 2.4292
H 5.4947 6.2691 0.6838
H 7.2254 3.3381 1.0191
H 7.3653 1.1158 0.2168
H 6.2952 -0.1530 0.8047
H 7.3228 0.7028 1.9329
H 1.2359 1.5013 -2.1395
H 2.3087 2.0475 -4.2539
H 4.6931 1.4298 -4.6765
H 5.9616 0.3085 -2.8386
H 4.8697 -0.2169 -0.7318
H 2.3522 -2.1807 -0.3377
H 3.1648 -3.5879 -1.0189
H 3.6143 -1.9528 -1.5152
H 5.2583 -4.3288 -0.3167
H 7.1621 -5.4155 0.5795
H 7.1602 -5.4432 2.3478
H 8.2720 -4.3811 1.4864
H 6.8749 -2.8677 3.3522
H 6.0360 -1.0600 4.4196
H 4.2854 -0.8440 4.2143
H 5.3928 0.2569 3.4227
H 1.4329 2.2798 1.5595
H 1.6803 3.6604 2.6429
H 1.9730 2.0045 3.2014
H 3.4421 4.9239 2.1745

DFT (ωB97M-V/def2-TZVPD) results for a cluster of 4 separate species, C20H38BBrO10 in total.

Results
HOMO level   -9.4 eV
2S+1   1
LUMO   -0.927 eV
Net charge   0
SMILES   CCOB(O)C1=CC(=O)C(Br)=CC1=O.COCCOC.COCCOC.COCCOC

CARTESIAN COORDINATES (ANGSTROEM)
C 1.1693 -1.0981 -1.5608
C 2.1999 -0.3874 -0.6375
O 3.4823 -0.1943 -1.2686
B 3.3674 0.8365 -2.2016
O 3.4282 0.4898 -3.5639
C 3.1270 2.3550 -1.8152
C 2.4913 3.1402 -2.6810
C 2.2439 4.5819 -2.2121
O 2.3902 5.5267 -2.9086
C 1.8611 4.6718 -0.7221
Br 0.4507 5.8378 -0.1417
C 2.5028 3.9073 0.1397
C 3.5724 2.9947 -0.4879
O 4.6451 2.8366 -0.0104
H 0.5826 -0.3418 -2.1143
H 1.6307 -1.8320 -2.2405
H 0.4501 -1.6488 -0.9269
H 1.7396 0.5707 -0.3147
H 2.3606 -0.9838 0.2741
H 2.5806 0.0502 -3.7462
H 2.1447 2.7754 -3.6510
H 2.2689 3.8912 1.2101
C -3.7820 -0.0252 -4.0922
O -4.4947 -0.0655 -2.8679
C -3.8357 -0.8399 -1.8740
C -3.1239 0.0407 -0.8666
O -2.0318 0.7309 -1.4612
C -2.3281 2.0880 -1.7520
H -4.2305 0.7454 -4.7184
H -2.7275 0.2193 -3.9397
H -3.8644 -0.9881 -4.6070
H -3.1403 -1.5509 -2.3314
H -4.6088 -1.4146 -1.3536
H -2.7082 -0.5934 -0.0770
H -3.8224 0.7431 -0.4009
H -2.3487 2.6720 -0.8261
H -3.2797 2.1951 -2.2777
H -1.5331 2.4748 -2.3898
C 1.9261 3.7961 7.3228
O 1.9630 2.4417 6.9047
C 0.9179 2.1174 5.9983
C 1.4196 2.0634 4.5686
O 1.8116 3.3501 4.1061
C 3.2202 3.5295 4.1136
H 2.8627 4.0170 7.8334
H 1.8209 4.4792 6.4762
H 1.0992 3.9506 8.0237
H 0.0878 2.8244 6.0921
H 0.5484 1.1258 6.2785
H 0.6034 1.7264 3.9214
H 2.2422 1.3477 4.4727
H 3.6718 2.9610 3.2933
H 3.6663 3.2242 5.0626
H 3.4259 4.5885 3.9585
C -1.8643 -5.4068 -3.2580
O -2.2967 -4.6137 -2.1643
C -3.2325 -5.2958 -1.3355
C -2.5754 -5.8139 -0.0712
O -1.6391 -6.8442 -0.3568
C -0.2963 -6.3889 -0.3251
H -1.0067 -4.9132 -3.7145
H -1.5617 -6.4070 -2.9386
H -2.6620 -5.4853 -4.0038
H -3.7182 -6.1083 -1.8839
H -4.0038 -4.5695 -1.0593
H -3.3453 -6.2518 0.5717
H -2.1000 -4.9974 0.4820
H 0.0191 -6.2222 0.7102
H -0.1653 -5.4705 -0.9027
H 0.3317 -7.1660 -0.7595

no.,calculated total energy (Eh),maximum force (Eh/bohr)
1,-6913.7542,0.02627
2,-4136.0004,0.04349